No. 1
DFT (ωB97M-V/def2-TZVPD) results for a molecular structure, C24H41MnN12O2S2Si.

Structure (XYZ):
```
83
Properties=species:S:1:pos:R:3
Mn -0.056 -0.616 -1.392
C -1.967 -4.014 1.445
N -2.706 -3.590 0.264
C -3.795 -4.445 -0.197
C -2.110 -2.697 -0.578
N -0.915 -2.247 -0.462
N -2.936 -2.256 -1.607
C -2.560 -1.612 -2.775
N -3.566 -1.615 -3.713
N -1.425 -1.044 -2.909
H -2.660 -4.476 2.143
H -1.525 -3.149 1.940
H -1.176 -4.732 1.207
H -4.747 -3.909 -0.254
H -3.929 -5.249 0.520
H -3.576 -4.893 -1.168
H -0.361 -2.725 0.237
H -3.920 -2.430 -1.507
H -4.124 -2.449 -3.804
H -3.364 -1.157 -4.586
H -1.254 -0.694 -3.845
C 4.321 2.062 4.068
Si 3.367 0.913 2.933
C 2.398 -0.271 4.017
C 4.590 0.001 1.853
C 2.214 1.985 1.883
C 2.233 3.365 2.038
C 1.443 4.192 1.246
C 0.654 3.581 0.296
N 0.598 2.263 0.105
C 1.355 1.469 0.878
S 1.227 -0.268 0.643
H 4.910 1.467 4.769
H 3.667 2.705 4.661
H 5.015 2.699 3.515
H 3.069 -0.766 4.723
H 1.897 -1.034 3.422
H 1.651 0.272 4.601
H 5.321 -0.528 2.470
H 5.135 0.699 1.215
H 4.084 -0.725 1.218
H 2.876 3.812 2.787
H 1.448 5.267 1.362
H 0.022 4.181 -0.357
S 3.581 -3.218 -2.421
C 2.257 -3.621 -3.424
C 1.188 -2.861 -3.090
N 1.402 -1.970 -2.065
C 2.626 -2.063 -1.623
H 2.326 -4.379 -4.185
H 0.216 -2.906 -3.554
H 3.007 -1.441 -0.829
N -1.633 0.531 -0.486
C -2.023 0.838 0.558
N -2.469 1.222 1.738
C -1.467 1.231 2.833
C -1.342 -0.172 3.399
O -2.604 -0.678 3.814
C -3.529 -0.734 2.750
C -3.760 0.647 2.161
H -1.829 1.931 3.586
H -0.513 1.580 2.440
H -0.697 -0.179 4.275
H -0.897 -0.819 2.630
H -4.457 -1.141 3.153
H -3.161 -1.408 1.960
H -4.176 1.316 2.914
H -4.435 0.617 1.306
C 0.439 4.310 -3.916
N 0.878 2.982 -3.554
C 2.193 2.440 -3.796
C 2.044 1.025 -3.244
O 2.942 0.223 -3.248
N 0.740 0.856 -2.781
C 0.126 2.028 -2.990
N -1.166 2.245 -2.717
H 1.307 4.887 -4.227
H -0.008 4.826 -3.063
H -0.276 4.293 -4.742
H 2.974 2.977 -3.256
H 2.446 2.408 -4.858
H -1.572 1.638 -2.014
H -1.499 3.194 -2.741
```

Output
* max |F|: 0.432 eV Å⁻¹
* multiplicity: 2
* Kohn-Sham gap (spin up / spin down): 7.1 / 7.0 eV
* charge: +1
* ΔE to the lowest compared entry with this formula, charge and spin: 12.94 kcal/mol



No. 2
DFT (ωB97M-V/def2-TZVPD) results for a gas-phase ion, C15H25NO4P (charge +1) in a non-equilibrium geometry.

Structure (XYZ):
```
46
Properties=species:S:1:pos:R:3
C -1.203 5.139 0.215
C -0.742 3.687 0.034
C 0.140 3.160 1.180
C -0.632 2.771 2.453
C -1.584 1.585 2.263
C -0.861 0.217 2.128
C -1.692 -0.722 1.228
C -1.594 -0.446 -0.285
C -0.165 -0.242 -0.816
C 0.632 -1.517 -0.932
C 0.075 -2.554 -1.642
N 0.733 -3.696 -1.788
P -0.070 -5.025 -2.780
O -0.743 -4.122 -3.965
O 1.256 -5.662 -3.502
C 1.935 -3.917 -1.248
C 2.543 -2.935 -0.542
C 1.898 -1.721 -0.398
C 2.552 -0.595 0.360
O 2.594 0.526 -0.106
O 3.065 -0.859 1.595
H -0.349 5.810 0.104
H -1.696 5.327 1.171
H -1.933 5.358 -0.570
H -1.586 3.009 -0.132
H -0.133 3.648 -0.878
H 0.904 3.911 1.403
H 0.675 2.277 0.804
H -1.246 3.641 2.721
H 0.065 2.623 3.283
H -2.207 1.736 1.377
H -2.266 1.539 3.116
H 0.186 0.321 1.831
H -0.858 -0.227 3.129
H -2.740 -0.564 1.506
H -1.452 -1.763 1.479
H -2.090 -1.263 -0.824
H -2.184 0.446 -0.510
H 0.323 0.517 -0.216
H -0.222 0.176 -1.830
H -0.910 -2.410 -2.068
H -0.019 -3.794 -4.524
H 1.734 -4.919 -3.912
H 2.392 -4.888 -1.391
H 3.523 -3.109 -0.119
H 3.952 -0.470 1.598
```

Output
* max |F|: 2.181 eV Å⁻¹
* Kohn-Sham gap: 8.1 eV
* charge: +1



No. 3
DFT (ωB97M-V/def2-TZVPD) results for a molecular structure, C9H24FeN4S3 in a non-equilibrium geometry.

Structure (XYZ):
```
41
Properties=species:S:1:pos:R:3
Fe 0.702 0.058 0.179
S 0.272 2.281 -0.378
S 0.406 -2.208 -0.193
C -1.371 2.821 0.255
C -0.184 2.336 -2.152
C -1.092 1.163 -2.522
N -0.396 -0.051 -2.095
C -1.037 -1.335 -2.421
C -0.069 -2.418 -1.965
H 0.751 2.328 -2.731
H -0.684 3.294 -2.314
H -1.257 1.163 -3.617
H -2.066 1.233 -2.011
H -1.207 -1.423 -3.513
H -2.012 -1.407 -1.910
H 0.872 -2.388 -2.528
H -0.500 -3.420 -2.052
C -1.216 -2.707 0.512
H 0.507 -0.055 -2.599
H -2.041 -2.249 -0.046
H -1.261 -2.405 1.563
H -1.259 -3.801 0.433
H -1.385 2.700 1.339
H -2.174 2.237 -0.212
H -1.472 3.882 -0.011
C 2.191 0.153 -1.238
C 2.701 0.325 0.080
H 2.217 1.000 -1.928
H 2.364 -0.811 -1.728
H 2.944 1.332 0.446
H 3.274 -0.497 0.525
N 1.765 0.055 2.434
N 0.945 -0.107 3.575
C -0.371 -0.133 3.353
N -1.141 -0.359 4.450
S -0.958 0.134 1.786
H 2.257 0.948 2.515
H 2.509 -0.648 2.473
H 1.351 -0.449 4.458
H -2.148 -0.277 4.416
H -0.728 -0.294 5.374
```

Output
* max |F|: 5.306 eV Å⁻¹
* multiplicity: 6
* Kohn-Sham gap (spin up / spin down): 8.4 / 6.2 eV
* charge: +3



No. 4
DFT (ωB97M-V/def2-TZVPD) results for a molecular structure, C9H9BrO in a non-equilibrium geometry.

Structure (XYZ):
```
20
Properties=species:S:1:pos:R:3
C -1.402 2.064 -0.783
C 0.425 0.421 -1.442
C 0.065 -0.352 1.412
C -1.918 2.324 0.423
C -0.367 1.108 -0.592
C -0.404 0.766 0.822
C 0.977 -1.278 0.622
C 1.772 -0.613 -0.428
C -0.063 -2.248 -0.113
O -1.331 1.598 1.403
Br 2.977 0.709 0.374
H -1.565 2.700 -1.662
H 0.399 0.409 -2.462
H -0.222 -0.598 2.413
H -2.520 3.138 0.785
H 1.659 -1.722 1.180
H 2.278 -1.362 -1.076
H -0.700 -2.820 0.648
H 0.636 -2.731 -0.861
H -0.696 -1.510 -0.664
```

Output
* max |F|: 5.669 eV Å⁻¹
* Kohn-Sham gap: 8.0 eV
* ΔE to the lowest compared entry with this formula, charge and spin: 46.32 kcal/mol



What electronic energy values result from the calculations? In sequence: -108396.5369; -34924.6141; -82545.1591; -81564.9886 eV.